This record from the OMol25 dataset describes a single C20H15ClF3N5 molecule. The level of theory is ωB97M-V/def2-TZVPD.

Output
relative energy (zero: lowest compared OMol25 entry of this formula, charge and spin)	1.91	kJ/mol
total charge	0
SMILES string	FC(F)(F)c1ccc(CNc2ccc(Cc3c[nH]c4ncc(Cl)cc34)cn2)cn1
gap between HOMO and LUMO	0.321	Eh
energy	-49110.3761	eV

Each line ends with the natural charge from an NBO analysis.
Cartesian coordinates (Å):
1 F -6.47536 -1.85778 -0.58129  -0.322
2 C -5.44669 -1.77423 0.28114  0.958
3 F -5.96337 -1.88200 1.50789  -0.310
4 F -4.70271 -2.87585 0.08007  -0.327
5 C -4.65417 -0.50334 0.08544  0.082
6 N -5.18501 0.58031 0.62771  -0.386
7 C -4.55807 1.72783 0.46572  0.044
8 C -3.37272 1.86176 -0.25312  -0.065
9 C -2.82318 0.71105 -0.80915  -0.167
10 C -3.47126 -0.50089 -0.64241  -0.214
11 H -3.07808 -1.41384 -1.06168  0.237
12 H -1.89867 0.77791 -1.36333  0.242
13 C -2.66730 3.18600 -0.38127  -0.247
14 N -1.54337 3.28265 0.52208  -0.583
15 C -0.28948 2.87976 0.16555  0.380
16 N -0.08225 2.54351 -1.10541  -0.511
17 C 1.15064 2.25232 -1.49109  0.069
18 C 2.25432 2.27110 -0.65642  -0.107
19 C 2.02388 2.58459 0.68462  -0.147
20 C 0.75183 2.88711 1.10849  -0.282
21 H 0.54741 3.13887 2.13778  0.212
22 H 2.84797 2.58826 1.38370  0.220
23 C 3.64558 2.00093 -1.16909  -0.434
24 C 4.41522 1.09827 -0.26197  -0.083
25 C 5.41065 1.43610 0.60815  -0.013
26 N 5.85953 0.32958 1.28192  -0.525
27 C 5.15862 -0.75165 0.85682  0.330
28 N 5.30820 -2.00138 1.26963  -0.415
29 C 4.51206 -2.88926 0.71040  0.019
30 C 3.55590 -2.56476 -0.25892  -0.110
31 C 3.39101 -1.26392 -0.69495  -0.166
32 C 4.22360 -0.30802 -0.12059  -0.120
33 H 2.65439 -1.00700 -1.44067  0.230
34 Cl 2.56961 -3.82570 -0.91826  0.004
35 H 4.63283 -3.90984 1.04150  0.205
36 H 6.59670 0.30702 1.96538  0.423
37 H 5.84280 2.40138 0.79514  0.214
38 H 4.17932 2.95284 -1.26067  0.224
39 H 3.58075 1.55386 -2.16459  0.221
40 H 1.24840 1.99449 -2.53866  0.186
41 H -1.75109 3.30831 1.50729  0.389
42 H -3.35967 4.00591 -0.16573  0.206
43 H -2.26347 3.29625 -1.38986  0.248
44 H -5.03540 2.58270 0.92805  0.191

Forces on atoms 1 to 6 (eV/Å):
-0.1 0.2 -0.1
-0.3 -0.4 0.1
0.1 0.2 0.1
0.3 0.0 -0.1
0.2 0.0 -0.1
-0.4 -0.4 0.1



This record from the OMol25 dataset describes a molecular structure, C34H50BaN9O2P2. The level of theory is ωB97M-V/def2-TZVPD.

Output
relative energy (zero: lowest compared OMol25 entry of this formula, charge and spin)	65.83	kJ/mol
total charge	+1
gap between HOMO and LUMO	0.253	Eh
energy	-72845.4632	eV

Each line ends with the Mulliken charge.
Cartesian coordinates (Å):
1 Ba 0.35214 0.00596 -0.07217  0.540
2 O -3.12011 5.68825 -3.79861  -0.719
3 C -1.88827 5.65975 -3.65442  0.349
4 O -0.98528 6.45548 -3.95224  -0.718
5 C -1.37544 4.36423 -2.97619  -1.023
6 C -0.02974 4.18424 -2.70836  -0.784
7 C 0.39176 3.05312 -2.02537  0.363
8 N -0.45532 2.06463 -1.69463  1.589
9 C -1.75380 2.21133 -2.00499  0.544
10 C -2.25068 3.36063 -2.60009  -1.189
11 C -2.67418 1.06427 -1.72821  0.127
12 C -3.88590 0.95972 -2.41142  -1.045
13 C -4.72092 -0.11129 -2.15412  -0.887
14 C -4.32534 -1.07261 -1.23635  -0.966
15 C -3.09921 -0.91089 -0.62165  -0.452
16 N -2.29248 0.12844 -0.84759  1.071
17 C 1.82835 2.90195 -1.63251  0.248
18 C 2.70601 3.98251 -1.71047  -0.957
19 C 4.03450 3.81176 -1.36549  -0.715
20 C 4.47009 2.56605 -0.94232  -0.885
21 C 3.53448 1.55285 -0.87008  -0.365
22 N 2.24975 1.70330 -1.19683  0.484
23 H 0.63053 4.97366 -3.03975  0.628
24 H -3.29983 3.53274 -2.80062  0.671
25 H -4.16233 1.70335 -3.14335  0.507
26 H -5.66653 -0.19865 -2.67296  0.443
27 H -4.94343 -1.92900 -1.00681  0.497
28 H -2.74087 -1.65274 0.08646  0.314
29 H 2.35419 4.94996 -2.03355  0.458
30 H 4.72118 4.64547 -1.42883  0.438
31 H 5.49981 2.38290 -0.67078  0.474
32 H 3.83066 0.56206 -0.53584  0.433
33 C 2.59022 -4.70665 2.44837  -1.126
34 N 1.29882 -4.15346 2.81814  0.232
35 C 0.86067 -4.40837 4.18919  -0.684
36 C -0.44232 -3.64131 4.24700  -0.654
37 N -0.17282 -2.55439 3.31865  0.550
38 C -1.29779 -1.72034 2.97337  -1.002
39 C 0.76424 -2.96168 2.37885  -0.900
40 N 0.98493 -2.24737 1.33029  0.457
41 C 1.93393 -2.61134 0.28998  -1.239
42 C 1.23273 -3.31150 -0.87454  -0.597
43 N 0.51707 -2.31936 -1.66823  0.109
44 C -0.32908 -2.62581 -2.59968  0.210
45 N -0.93518 -3.82101 -2.94539  -0.012
46 C -0.41957 -5.15638 -2.68322  -1.011
47 C -1.60557 -3.67256 -4.23698  -0.774
48 C -1.82792 -2.17087 -4.33563  -0.567
49 N -0.83253 -1.64310 -3.41705  0.523
50 C -0.09956 -0.44678 -3.77465  -1.141
51 H 2.75550 -5.58806 3.06460  0.405
52 H 3.41440 -4.01050 2.62895  0.351
53 H 2.60740 -5.03283 1.41125  0.346
54 H 1.58846 -4.01234 4.90687  0.349
55 H 0.73911 -5.47566 4.36306  0.421
56 H -0.67521 -3.26426 5.24164  0.365
57 H -1.28173 -4.25551 3.89638  0.317
58 H -2.09580 -2.29317 2.48313  0.381
59 H -1.01057 -0.90244 2.31779  0.126
60 H -1.70418 -1.28241 3.88519  0.377
61 H 2.78263 -3.19869 0.62695  0.540
62 H 2.38346 -1.68445 -0.10379  0.013
63 H 0.57870 -4.06252 -0.42892  0.307
64 H 1.98689 -3.82819 -1.47819  0.487
65 H -0.36757 -5.37942 -1.62610  0.312
66 H 0.55991 -5.32230 -3.14161  0.354
67 H -1.11896 -5.86482 -3.12327  0.383
68 H -2.53401 -4.24113 -4.25142  0.425
69 H -0.96208 -4.03995 -5.04507  0.365
70 H -2.83533 -1.88375 -4.02308  0.153
71 H -1.66046 -1.79253 -5.34392  0.397
72 H 0.35982 -0.55533 -4.76237  0.389
73 H 0.69395 -0.26720 -3.05358  0.257
74 H -0.75753 0.42114 -3.79458  0.368
75 C -0.82335 4.61806 0.77059  -1.490
76 P -0.66366 2.96053 1.52228  1.355
77 C -2.39358 2.67518 2.06753  -1.446
78 C 0.14293 3.39627 3.12343  -1.241
79 C 0.54843 2.16384 3.93515  -1.151
80 P 1.62635 1.00916 2.98046  1.415
81 C 2.19827 -0.08954 4.33057  -1.364
82 C 3.11682 2.05420 2.74417  -1.566
83 H -1.27832 5.32088 1.47125  0.542
84 H -1.44305 4.56810 -0.12503  0.349
85 H 0.15649 4.99629 0.47599  0.299
86 H -2.78104 3.53075 2.62407  0.442
87 H -2.45999 1.78470 2.69594  0.301
88 H -3.02463 2.51245 1.19201  0.330
89 H -0.51816 4.04289 3.70650  0.567
90 H 1.02839 3.98993 2.88056  0.444
91 H -0.33908 1.60109 4.24246  0.310
92 H 1.06846 2.46030 4.85046  0.567
93 H 2.62807 0.47858 5.15756  0.526
94 H 2.95188 -0.77905 3.94626  0.330
95 H 1.36088 -0.68481 4.69631  0.307
96 H 3.40318 2.56193 3.66777  0.417
97 H 2.94689 2.79924 1.96529  0.254
98 H 3.94691 1.42421 2.42018  0.467

Forces on atoms 1 to 6 (eV/Å):
-0.1 0.3 0.1
0.0 0.0 0.1
-0.1 0.1 -0.2
0.0 0.0 0.1
0.1 -0.1 0.1
0.0 0.1 0.1



This record from the OMol25 dataset describes 3 unconnected molecules or ions with the total composition C54H61N2O8 at a distorted geometry. The level of theory is ωB97M-V/def2-TZVPD.

Output
total charge	+1
gap between HOMO and LUMO	0.281	Eh
energy	-76341.9672	eV

Each line ends with the Mulliken charge.
Cartesian coordinates (Å):
1 C -7.41930 -2.11099 2.25071  -1.324
2 C -6.84578 -1.00086 3.18312  -0.153
3 C -5.34416 -1.28371 3.36150  -0.775
4 C -4.53760 -0.06676 3.96280  -1.369
5 C -3.24334 0.06291 3.16682  0.602
6 C -2.41721 -1.03383 3.18055  -1.108
7 C -1.24173 -1.04178 2.46902  -0.577
8 C -0.89012 0.08871 1.72478  0.843
9 C 0.41219 0.00713 0.93206  0.664
10 C 1.49551 -0.79460 1.69869  -0.625
11 O 1.55680 -0.66163 2.90568  -0.611
12 N 2.45924 -1.64439 1.07208  0.564
13 C 3.63856 -0.85734 0.62535  -0.973
14 C 1.93463 -2.35708 -0.10642  -1.208
15 C -1.74595 1.17496 1.73472  0.708
16 C -1.37738 2.39407 0.88804  0.290
17 C -0.87379 3.56776 1.79337  -0.602
18 C 0.66751 3.58701 2.02159  0.141
19 C 1.15710 5.01825 1.79389  -0.043
20 O 0.95087 5.56315 0.73009  -0.554
21 O 1.84300 5.63211 2.78928  -0.374
22 C 1.45949 7.00992 2.96925  -0.172
23 C 2.52472 7.99599 2.43289  -1.079
24 N -2.90200 1.15440 2.45107  0.243
25 C -3.81808 2.33139 2.46862  -2.011
26 C -5.02710 2.05038 1.50438  0.270
27 C -5.47716 3.38854 0.86521  -1.087
28 C -6.16126 3.26253 -0.51754  -1.010
29 C -5.31964 2.54118 -1.59355  -0.350
30 O -4.83221 3.47295 -2.55305  -0.455
31 C -3.41883 3.58573 -2.55432  -0.082
32 C -2.97757 4.80185 -1.70468  -0.826
33 H -6.87052 -2.05471 1.29939  0.327
34 H -8.49830 -2.02736 2.11111  0.392
35 H -7.13176 -3.07714 2.68921  0.324
36 H -7.38166 -1.03654 4.13975  0.361
37 H -6.98463 -0.04381 2.66591  0.133
38 H -5.13550 -2.21352 3.90442  0.531
39 H -4.94043 -1.45048 2.34877  0.380
40 H -4.25458 -0.32216 4.99301  0.531
41 H -5.13956 0.83959 3.98634  0.423
42 H -2.71400 -1.91431 3.74191  0.476
43 H -0.62366 -1.93471 2.49777  0.463
44 H 0.84231 0.99206 0.72952  -0.422
45 H 0.16659 -0.42619 -0.05062  0.392
46 H 4.19211 -1.49979 -0.06999  0.420
47 H 4.31549 -0.63645 1.45552  0.207
48 H 3.30414 0.03932 0.07772  0.335
49 H 1.05365 -2.95554 0.16006  0.379
50 H 1.75882 -1.69303 -0.97651  0.329
51 H 2.70527 -3.08643 -0.39115  0.388
52 H -2.33137 2.72921 0.45065  -1.211
53 H -0.70088 2.13643 0.07458  0.712
54 H -1.33372 3.41586 2.77992  0.343
55 H -1.25250 4.49876 1.35666  0.649
56 H 1.14538 2.93537 1.28535  -0.043
57 H 0.89316 3.27150 3.04497  0.447
58 H 0.47107 7.24379 2.56406  0.299
59 H 1.40257 7.17765 4.05240  0.347
60 H 2.83372 8.69622 3.21786  0.326
61 H 2.12273 8.59315 1.60719  0.283
62 H 3.42495 7.47592 2.08901  0.311
63 H -4.15897 2.45617 3.50050  0.649
64 H -3.31227 3.25528 2.19800  0.585
65 H -5.83334 1.64319 2.11908  0.040
66 H -4.66906 1.30199 0.78747  0.537
67 H -6.23076 3.82279 1.54190  0.386
68 H -4.66656 4.12948 0.82282  0.502
69 H -7.15939 2.82395 -0.39463  0.422
70 H -6.31417 4.28382 -0.89257  0.433
71 H -6.00698 1.87124 -2.13692  0.331
72 H -4.52882 1.89806 -1.18243  0.218
73 H -2.89336 2.65947 -2.27981  0.245
74 H -3.10726 3.81491 -3.58425  0.304
75 H -3.61778 5.63724 -2.00962  0.378
76 H -1.91323 5.02777 -1.84093  0.415
77 H -3.15379 4.58580 -0.64024  -0.196
78 C 9.12485 -8.44369 1.25353  -0.472
79 C 7.91540 -9.09601 1.03496  -0.483
80 C 6.71902 -8.42875 1.23882  -0.534
81 C 6.72581 -7.10887 1.67363  0.232
82 C 7.94028 -6.46153 1.91554  0.153
83 C 9.13773 -7.13029 1.69320  -0.582
84 C 7.96826 -5.06452 2.42717  0.677
85 O 9.02160 -4.49889 2.63353  -0.658
86 C 6.67383 -4.37719 2.68848  0.189
87 C 6.67713 -3.09262 3.21936  -0.714
88 C 5.47858 -2.43739 3.45431  -0.590
89 C 4.27069 -3.05998 3.15178  -0.207
90 C 4.26333 -4.34196 2.62818  -0.545
91 C 5.46151 -5.00811 2.40303  0.098
92 C 5.43481 -6.39852 1.87144  0.486
93 O 4.37951 -6.94049 1.61015  -0.675
94 H 10.05867 -8.96442 1.08505  0.404
95 H 7.90798 -10.12623 0.70311  0.404
96 H 5.77931 -8.93525 1.06368  0.466
97 H 10.07865 -6.62591 1.86785  0.473
98 H 7.61550 -2.60663 3.45203  0.491
99 H 5.48314 -1.43800 3.87243  0.496
100 H 3.33692 -2.54580 3.32877  0.338
101 H 3.32408 -4.82766 2.39757  0.532
102 C 2.81412 -1.35062 -4.41986  -0.829
103 C 2.18015 -0.57114 -3.45416  -0.108
104 C 1.00756 0.08847 -3.75756  -0.860
105 C 0.46080 -0.01326 -5.02760  0.033
106 C 1.10085 -0.76956 -6.00503  0.313
107 C 2.27606 -1.44803 -5.69441  -0.689
108 C 0.54287 -0.84286 -7.38546  0.561
109 O 1.09305 -1.50281 -8.23962  -0.660
110 C -0.70167 -0.07991 -7.68935  0.265
111 C -1.20844 -0.08857 -8.98218  -0.587
112 C -2.37189 0.60533 -9.27450  -0.487
113 C -3.04017 1.30430 -8.27398  -0.588
114 C -2.53748 1.32159 -6.98353  -0.448
115 C -1.36372 0.63898 -6.68826  0.137
116 C -0.81252 0.69061 -5.31299  0.415
117 O -1.37128 1.29397 -4.41720  -0.662
118 H 3.72916 -1.87640 -4.17869  0.414
119 H 2.60359 -0.48076 -2.46250  0.659
120 H 0.51321 0.68962 -3.00546  0.801
121 H 2.76929 -2.04797 -6.44749  0.491
122 H -0.69293 -0.63388 -9.76143  0.486
123 H -2.76192 0.60108 -10.28404  0.394
124 H -3.95240 1.83941 -8.50418  0.425
125 H -3.05544 1.86934 -6.20726  0.513

Forces on atoms 1 to 6 (eV/Å):
1.0 0.3 0.6
-0.1 -1.2 -0.5
0.1 1.0 -0.6
0.3 -0.7 -0.2
-0.9 0.1 0.9
0.4 -0.6 -0.1